[1]
A structure of composition C32H31BFeIN8S, computed with ωB97M-V/def2-TZVPD.

Values from the calculation:
- ⟨S²⟩: 6.0178
- Charge: -1
- Maximum force: 4.48 eV Å⁻¹
- Total energy: -3660.453680 hartree
- Orbital gap (spin up / spin down): 4.8 / 5.6 eV
- Energy above the lowest of the compared OMol25 structures with the same formula, charge and spin: 0.0 kJ/mol
- Lowest unoccupied orbital energy (spin up / spin down): 1.84 / 1.84 eV
- Multiplicity: 5

Last column: Löwdin spin population.
Element x y z (Å)
Fe: 1.01 1.24 1.43  3.65
C: -0.50 3.28 -2.17  0.00
C: -0.66 2.64 -0.91  0.01
N: 0.55 2.26 -0.45  0.03
N: 1.49 2.71 -1.36  0.00
C: 0.88 3.23 -2.44  0.01
B: 2.93 2.13 -0.96  0.00
N: 3.34 2.77 0.35  0.00
C: 4.24 3.65 0.66  0.01
C: 4.13 4.14 1.98  0.00
C: 3.06 3.36 2.50  0.01
N: 2.52 2.65 1.56  0.03
N: 2.96 0.58 -0.76  0.00
C: 3.14 -0.36 -1.71  0.00
C: 2.63 -1.59 -1.31  0.00
C: 2.11 -1.36 -0.03  0.01
N: 2.30 -0.03 0.33  0.03
H: -1.34 3.66 -2.73  0.00
H: -1.51 2.71 -0.26  0.00
H: 1.38 3.54 -3.37  0.00
H: 3.79 2.30 -1.82  0.00
H: 4.89 3.93 -0.10  0.00
H: 4.84 4.71 2.48  0.00
H: 2.62 3.41 3.48  0.00
H: 3.52 -0.04 -2.69  0.00
H: 2.68 -2.57 -1.88  0.00
H: 1.86 -2.11 0.73  0.00
I: 4.10 0.97 4.46  0.00
C: 2.01 1.18 5.11  0.00
C: 1.88 1.61 6.46  0.00
C: 0.78 1.24 7.22  0.00
C: -0.13 0.28 6.72  0.00
C: -0.01 -0.20 5.43  0.01
C: -0.82 -1.20 4.91  0.01
C: -0.46 -1.83 3.73  0.00
C: 0.40 -1.15 2.88  0.02
C: 0.99 0.09 3.16  0.06
C: 1.05 0.34 4.53  0.02
H: 2.61 2.26 6.84  0.00
H: 0.61 1.69 8.20  0.00
H: -0.99 -0.03 7.37  0.00
H: -1.67 -1.50 5.53  0.00
H: -1.03 -2.62 3.34  0.00
H: 0.71 -1.49 1.91  0.00
C: -0.32 -3.88 -8.71  0.00
N: -0.23 -3.18 -7.43  0.00
C: -0.64 -3.72 -6.27  0.00
S: 0.19 -2.98 -4.94  0.00
N: -1.60 -4.65 -6.17  0.00
C: -2.75 -4.68 -7.07  0.00
H: 0.62 -3.71 -9.20  0.00
H: -1.11 -3.44 -9.34  0.00
H: -0.52 -4.93 -8.58  0.00
H: 0.39 -2.39 -7.24  0.00
H: -1.80 -4.54 -5.17  0.00
H: -3.58 -4.03 -6.67  0.00
H: -3.04 -5.76 -7.20  0.00
H: -2.49 -4.33 -8.10  0.00
C: -4.21 -1.59 0.44  0.00
C: -2.92 -1.79 0.03  0.00
C: -1.88 -0.85 0.44  0.00
C: -2.13 0.20 1.35  0.01
C: -1.20 1.15 1.81  0.04
C: -1.56 2.28 2.51  0.01
C: -2.96 2.58 2.61  0.00
C: -3.91 1.66 2.22  0.00
C: -3.53 0.45 1.58  0.00
C: -4.54 -0.55 1.28  0.00
H: -5.02 -2.21 0.08  0.00
H: -2.64 -2.70 -0.49  0.00
H: -0.85 -0.92 0.06  0.00
H: -0.77 2.93 2.84  0.00
H: -3.29 3.51 3.04  0.00
H: -4.97 1.94 2.34  0.00
H: -5.59 -0.40 1.60  0.00

[2]
A structure of composition C32H31BrF4N2PRu, computed with ωB97M-V/def2-TZVPD.

Values from the calculation:
- ⟨S²⟩: 0.7588
- Charge: +2
- Maximum force: 0.87 eV Å⁻¹
- Total energy: -4756.724900 hartree
- Orbital gap (spin up / spin down): 8.1 / 7.3 eV
- Energy above the lowest of the compared OMol25 structures with the same formula, charge and spin: 0.0 kJ/mol
- Lowest unoccupied orbital energy (spin up / spin down): -6.20 / -7.34 eV
- Multiplicity: 2

Last column: Löwdin spin population.
Element x y z (Å)
Ru: -0.26 0.13 -0.13  0.83
C: -1.27 1.12 -1.81  0.00
C: -1.98 -0.10 -1.55  -0.01
C: -1.10 -1.18 -1.80  0.01
C: 0.20 -0.65 -2.09  0.01
C: 0.07 0.78 -2.20  0.00
C: 1.03 1.73 -2.84  0.00
C: 1.38 -1.48 -2.46  0.00
C: -1.44 -2.63 -1.83  0.00
C: -3.44 -0.18 -1.25  0.00
C: -1.91 2.46 -1.97  0.00
H: 0.62 1.97 -3.83  0.00
H: 2.01 1.29 -2.98  0.00
H: 1.12 2.67 -2.29  0.00
H: 1.25 -1.88 -3.47  0.00
H: 1.50 -2.32 -1.78  0.00
H: 2.30 -0.90 -2.44  0.00
H: -1.33 -2.97 -2.87  0.00
H: -2.46 -2.82 -1.52  0.00
H: -0.77 -3.23 -1.23  0.00
H: -4.01 -0.13 -2.18  0.00
H: -3.76 0.64 -0.61  0.00
H: -3.70 -1.12 -0.76  0.00
H: -2.31 2.53 -2.99  0.00
H: -1.20 3.27 -1.84  0.00
H: -2.73 2.60 -1.28  0.00
F: 2.21 2.24 6.35  0.00
C: 2.05 2.12 5.05  0.00
C: 3.05 2.55 4.18  0.00
F: 4.16 3.08 4.66  0.00
C: 2.87 2.41 2.81  0.00
F: 3.83 2.87 2.01  0.00
C: 1.72 1.84 2.28  0.01
P: 1.44 1.79 0.48  0.04
C: 3.01 1.25 -0.23  0.01
C: 3.84 1.98 -1.08  0.00
C: 5.04 1.42 -1.52  0.00
C: 5.41 0.14 -1.11  0.00
C: 4.58 -0.58 -0.26  0.00
C: 3.39 -0.03 0.16  0.01
C: 1.03 3.53 0.22  0.00
C: -0.30 3.88 0.48  0.00
C: -0.68 5.21 0.49  0.00
C: 0.25 6.20 0.23  0.00
C: 1.57 5.87 -0.02  0.00
C: 1.97 4.54 -0.01  0.00
C: 0.73 1.44 3.17  0.00
Br: -0.92 0.72 2.56  0.02
C: 0.88 1.57 4.53  0.00
F: -0.07 1.18 5.36  0.00
H: 3.57 2.96 -1.42  0.00
H: 5.68 1.98 -2.18  0.00
H: 6.34 -0.28 -1.45  0.00
H: 4.87 -1.57 0.06  0.00
H: 2.74 -0.59 0.84  0.00
H: -1.03 3.11 0.68  0.00
H: -1.71 5.47 0.70  0.00
H: -0.05 7.24 0.22  0.00
H: 2.30 6.64 -0.21  0.00
H: 3.02 4.31 -0.14  0.00
C: 1.01 -4.19 3.25  0.00
N: 0.21 -3.32 2.39  0.00
C: -1.15 -3.26 2.34  0.00
C: -1.47 -2.31 1.43  0.00
N: -0.30 -1.78 0.90  0.04
C: 0.69 -2.41 1.52  0.01
H: 0.44 -5.09 3.47  0.00
H: 1.25 -3.68 4.18  0.00
H: 1.92 -4.47 2.74  0.00
H: -1.78 -3.90 2.94  0.00
H: -2.44 -1.98 1.10  0.00
H: 1.74 -2.27 1.35  0.00

[3]
A structure of composition C32H31Cl2F5IrN5O3S2Se, computed with ωB97M-V/def2-TZVPD.

Values from the calculation:
- ⟨S²⟩: 0.7591
- Charge: -1
- Maximum force: 0.53 eV Å⁻¹
- Total energy: -6459.488828 hartree
- Orbital gap (spin up / spin down): 6.8 / 6.6 eV
- Energy above the lowest of the compared OMol25 structures with the same formula, charge and spin: 35.1 kJ/mol
- Lowest unoccupied orbital energy (spin up / spin down): 2.26 / 2.26 eV
- Multiplicity: 2

Last column: Löwdin spin population.
Element x y z (Å)
Ir: -0.57 -0.17 0.03  0.18
N: -0.44 -1.54 1.73  0.00
C: -0.87 -2.95 1.81  0.00
C: -2.38 -3.14 1.72  0.00
N: -2.97 -2.58 0.54  0.00
C: -2.83 -3.26 -0.72  0.00
C: -1.54 -2.95 -1.46  0.00
N: -1.23 -1.51 -1.55  0.00
H: 0.57 -1.51 1.79  0.00
H: -0.79 -1.00 2.52  0.00
H: -0.53 -3.38 2.76  0.00
H: -0.36 -3.50 1.01  0.00
H: -2.84 -2.65 2.58  0.00
H: -2.57 -4.22 1.81  0.00
H: -3.87 -2.16 0.69  0.00
H: -3.68 -2.97 -1.35  0.00
H: -2.89 -4.36 -0.60  0.00
H: -1.63 -3.36 -2.47  0.00
H: -0.68 -3.45 -1.02  0.00
H: -1.99 -1.03 -2.04  0.00
H: -0.42 -1.46 -2.17  0.00
C: -3.28 6.12 3.41  0.00
C: -3.14 4.76 2.79  0.00
C: -3.03 3.62 3.57  0.00
C: -2.89 2.35 3.00  0.00
C: -2.73 1.17 3.93  0.00
C: -2.87 2.22 1.61  0.00
Se: -2.82 0.44 0.86  0.00
C: -2.99 3.36 0.80  0.00
C: -2.99 3.26 -0.69  0.00
C: -3.11 4.61 1.41  0.00
H: -3.21 6.06 4.50  0.00
H: -4.24 6.57 3.16  0.00
H: -2.49 6.80 3.06  0.00
H: -3.03 3.71 4.65  0.00
H: -2.72 1.52 4.97  0.00
H: -1.80 0.64 3.72  0.00
H: -3.54 0.46 3.81  0.00
H: -2.08 2.78 -1.05  0.00
H: -3.07 4.25 -1.15  0.00
H: -3.82 2.65 -1.03  0.00
H: -3.19 5.49 0.77  0.00
O: 2.96 -2.61 -4.27  0.00
S: 2.29 -3.15 -3.12  0.00
O: 1.47 -4.32 -3.31  0.00
N: 1.45 -2.00 -2.33  0.00
C: 1.91 -1.81 -1.10  0.00
O: 1.42 -1.04 -0.24  0.01
C: 3.12 -2.63 -0.76  0.00
C: 3.86 -2.64 0.40  0.00
C: 4.96 -3.49 0.47  0.00
C: 5.29 -4.32 -0.59  0.00
C: 4.54 -4.31 -1.77  0.00
C: 3.46 -3.45 -1.82  0.00
H: 3.60 -1.99 1.23  0.00
H: 5.56 -3.51 1.37  0.00
H: 6.15 -4.97 -0.51  0.00
H: 4.79 -4.95 -2.60  0.00
Cl: -2.84 0.81 -3.24  0.01
C: -1.16 0.87 -3.73  0.02
C: -0.88 0.79 -5.08  0.00
C: 0.43 0.84 -5.52  -0.01
C: 1.44 1.00 -4.58  0.00
C: 1.14 1.08 -3.24  0.02
Cl: 2.46 1.33 -2.14  0.01
C: -0.18 1.00 -2.72  0.09
N: -0.50 1.15 -1.43  0.67
H: -1.70 0.68 -5.78  0.00
H: 0.67 0.77 -6.58  0.00
H: 2.48 1.05 -4.88  0.00
F: 6.01 1.95 1.07  0.00
C: 4.69 1.81 1.20  0.00
C: 4.16 0.71 1.84  0.00
F: 4.98 -0.22 2.35  0.00
C: 2.79 0.59 1.98  0.00
F: 2.34 -0.48 2.65  0.00
C: 1.90 1.53 1.47  0.00
S: 0.15 1.38 1.67  0.00
C: 2.46 2.63 0.84  0.00
F: 1.69 3.58 0.32  0.00
C: 3.83 2.78 0.70  0.00
F: 4.34 3.85 0.08  0.00

[4]
A structure of composition C32H31NOP2V, computed with ωB97M-V/def2-TZVPD.

Values from the calculation:
- ⟨S²⟩: 2.0432
- Charge: +3
- Maximum force: 1.53 eV Å⁻¹
- Total energy: -2993.758133 hartree
- Orbital gap (spin up / spin down): 6.0 / 6.8 eV
- Lowest unoccupied orbital energy (spin up / spin down): -11.02 / -10.21 eV
- Multiplicity: 3

Last column: Löwdin spin population.
Element x y z (Å)
V: -0.20 0.82 0.58  2.04
C: 2.00 -1.56 -0.63  -0.01
C: 0.62 -2.04 -1.10  0.00
P: -0.80 -1.38 -0.13  -0.03
C: -2.23 -1.89 -1.10  -0.01
C: -3.19 -1.01 -1.59  0.00
C: -4.23 -1.50 -2.37  0.00
C: -4.31 -2.85 -2.66  0.00
C: -3.36 -3.73 -2.16  0.00
C: -2.31 -3.26 -1.38  0.00
C: -0.87 -2.19 1.49  0.01
C: -2.04 -2.80 1.93  0.00
C: -2.08 -3.41 3.18  0.00
C: -0.95 -3.40 3.99  0.00
C: 0.22 -2.78 3.56  0.00
C: 0.26 -2.17 2.32  0.00
P: 1.98 0.25 -0.33  -0.03
C: 3.57 0.68 0.40  0.00
C: 3.65 1.84 1.18  0.00
C: 4.88 2.24 1.69  0.00
C: 6.02 1.50 1.42  0.00
C: 5.93 0.35 0.65  0.00
C: 4.71 -0.08 0.14  0.00
C: 1.85 1.02 -1.96  0.00
C: 0.71 1.78 -2.19  0.01
C: 0.53 2.45 -3.39  0.00
C: 1.51 2.34 -4.37  0.00
C: 2.65 1.58 -4.14  0.00
C: 2.84 0.92 -2.94  0.00
H: 2.74 -1.77 -1.40  0.00
H: 2.32 -2.07 0.28  0.00
H: 0.57 -3.13 -1.09  0.00
H: 0.43 -1.71 -2.13  0.00
H: -3.13 0.04 -1.37  0.00
H: -4.97 -0.82 -2.76  0.00
H: -5.13 -3.23 -3.26  0.00
H: -3.42 -4.79 -2.38  0.00
H: -1.59 -3.96 -0.99  0.00
H: -2.93 -2.81 1.30  0.00
H: -2.99 -3.89 3.51  0.00
H: -0.98 -3.89 4.95  0.00
H: 1.10 -2.79 4.19  0.00
H: 1.18 -1.69 1.99  0.00
H: 2.76 2.42 1.39  0.00
H: 4.95 3.14 2.29  0.00
H: 6.97 1.82 1.80  0.00
H: 6.82 -0.23 0.44  0.00
H: 4.67 -0.98 -0.44  0.00
H: -0.03 1.87 -1.39  0.00
H: -0.35 3.05 -3.57  0.00
H: 1.39 2.87 -5.30  0.00
H: 3.41 1.51 -4.91  0.00
H: 3.74 0.36 -2.76  0.00
O: -0.37 0.84 2.53  0.02
C: -0.86 2.18 2.77  0.00
C: -1.93 2.54 1.76  0.01
C: -3.05 3.27 2.10  0.00
C: -3.95 3.62 1.09  0.01
C: -3.69 3.22 -0.22  0.00
C: -2.57 2.46 -0.47  0.01
N: -1.70 2.11 0.50  -0.01
H: -0.80 0.18 3.10  0.00
H: -0.01 2.86 2.66  0.00
H: -1.23 2.29 3.79  0.00
H: -3.22 3.57 3.12  0.00
H: -4.83 4.20 1.32  0.00
H: -4.36 3.49 -1.03  0.00
H: -2.35 2.12 -1.48  0.00

[5]
A structure of composition C32H32As2N4O11Pt, computed with ωB97M-V/def2-TZVPD.

Values from the calculation:
- ⟨S²⟩: 6.0410
- Charge: +2
- Maximum force: 1.28 eV Å⁻¹
- Total energy: -6875.450448 hartree
- Orbital gap (spin up / spin down): 6.0 / 5.1 eV
- Lowest unoccupied orbital energy (spin up / spin down): -7.15 / -8.58 eV
- Multiplicity: 5

Last column: Löwdin spin population.
Element x y z (Å)
Pt: 1.10 1.63 -1.58  0.09
O: -1.95 1.90 -4.22  0.06
C: -0.95 1.66 -3.57  0.03
N: -0.43 2.38 -2.53  0.12
C: -0.81 3.61 -2.07  0.13
C: -1.82 4.42 -2.61  0.00
C: -2.11 5.61 -2.00  0.10
C: -1.41 6.05 -0.86  0.08
C: -0.40 5.30 -0.31  0.01
C: -0.08 4.07 -0.90  0.12
N: 0.91 3.22 -0.49  0.16
C: 1.66 3.28 0.67  0.03
O: 1.51 4.04 1.59  0.07
C: 2.75 2.23 0.63  0.00
C: 3.78 2.30 1.55  0.00
C: 4.87 1.46 1.39  0.00
C: 4.88 0.58 0.31  0.00
C: 3.78 0.52 -0.52  0.00
N: 2.72 1.32 -0.37  0.01
C: -0.12 0.42 -3.83  0.00
C: -0.39 -0.36 -4.93  0.00
C: 0.37 -1.50 -5.16  0.00
C: 1.36 -1.83 -4.24  0.00
C: 1.57 -1.00 -3.15  0.00
N: 0.86 0.11 -2.94  0.01
H: -2.35 4.09 -3.49  0.00
H: -2.90 6.23 -2.41  0.00
H: -1.65 7.01 -0.42  0.00
H: 0.15 5.64 0.55  0.00
H: 3.71 3.03 2.34  0.00
H: 5.71 1.50 2.07  0.00
H: 5.74 -0.04 0.11  0.00
H: 3.76 -0.18 -1.34  0.00
H: -1.18 -0.05 -5.60  0.00
H: 0.19 -2.13 -6.02  0.00
H: 1.97 -2.71 -4.36  0.00
H: 2.32 -1.25 -2.41  0.00
C: 3.28 -1.97 2.82  0.00
O: 2.08 -1.29 2.43  0.02
C: 1.03 -1.61 3.20  0.08
O: 1.12 -2.27 4.20  0.11
C: -0.26 -1.07 2.74  0.63
C: -1.45 -1.53 3.37  0.64
As: -2.16 -3.27 2.70  0.34
C: -1.04 -4.67 3.50  0.07
C: -1.40 -2.94 0.90  0.19
C: -1.68 -1.70 0.42  0.20
As: -0.28 -0.32 0.86  0.15
C: -1.45 1.25 0.93  0.02
C: -3.09 -1.18 0.56  0.03
O: -3.71 -1.39 1.57  0.11
O: -3.60 -0.46 -0.41  0.00
C: -2.98 -0.38 -1.70  0.01
C: -0.09 -3.58 0.54  0.03
O: 0.77 -3.73 1.37  0.03
O: 0.12 -3.94 -0.72  0.00
C: -0.94 -3.90 -1.70  0.01
C: -2.40 -0.53 3.95  0.07
O: -2.22 0.64 3.69  0.12
O: -3.39 -0.89 4.74  0.00
C: -3.62 -2.22 5.21  0.03
H: 4.06 -1.62 2.15  0.00
H: 3.14 -3.04 2.72  0.00
H: 3.53 -1.73 3.85  0.00
H: -1.60 -5.06 4.35  0.00
H: -0.08 -4.28 3.82  0.01
H: -0.90 -5.47 2.77  0.00
H: -2.41 1.08 1.40  0.00
H: -1.58 1.63 -0.08  0.00
H: -0.92 1.99 1.54  0.00
H: -3.26 -1.26 -2.29  0.00
H: -1.89 -0.32 -1.63  0.00
H: -3.37 0.51 -2.18  0.00
H: -0.62 -4.55 -2.50  0.00
H: -1.07 -2.88 -2.08  0.00
H: -1.88 -4.26 -1.28  0.00
H: -4.18 -2.11 6.13  0.00
H: -2.68 -2.74 5.42  0.00
H: -4.23 -2.78 4.49  0.01
O: 3.23 2.20 -3.29  0.01
H: 3.77 2.97 -3.09  0.00
H: 3.20 2.13 -4.25  0.00

[6]
A structure of composition C32H32AsBrF6InN5O2Sb, computed with ωB97M-V/def2-TZVPD.

Values from the calculation:
- ⟨S²⟩: 0.7561
- Charge: +2
- Maximum force: 0.49 eV Å⁻¹
- Total energy: -7502.011974 hartree
- Orbital gap (spin up / spin down): 8.5 / 6.2 eV
- Energy above the lowest of the compared OMol25 structures with the same formula, charge and spin: 0.0 kJ/mol
- Lowest unoccupied orbital energy (spin up / spin down): -5.08 / -7.54 eV
- Multiplicity: 2

Last column: Löwdin spin population.
Element x y z (Å)
In: -1.49 0.18 -0.29  0.01
C: -4.64 -0.22 -0.11  0.00
N: -3.47 -1.09 0.12  0.00
C: -3.41 -2.31 -0.71  0.00
C: -2.69 -2.05 -1.99  0.00
N: -1.80 -1.09 -2.12  0.00
C: -1.28 -1.21 -3.41  0.00
C: -0.32 -0.46 -4.08  0.00
C: -0.02 -0.83 -5.37  0.00
C: -0.65 -1.92 -5.99  0.00
C: -1.61 -2.67 -5.34  0.00
C: -1.91 -2.29 -4.04  0.00
N: -2.80 -2.80 -3.10  0.00
C: -4.30 0.90 -1.04  0.00
N: -3.07 1.35 -1.18  0.00
C: -3.14 2.46 -2.03  0.00
C: -2.14 3.31 -2.50  0.00
C: -2.53 4.32 -3.34  0.00
C: -3.88 4.51 -3.70  0.00
C: -4.87 3.67 -3.24  0.00
C: -4.47 2.65 -2.39  0.00
N: -5.18 1.63 -1.75  0.00
H: -5.50 -0.79 -0.48  0.00
H: -4.93 0.23 0.85  0.00
H: -3.45 -1.36 1.09  0.00
H: -2.86 -3.07 -0.15  0.00
H: -4.41 -2.71 -0.91  0.00
H: 0.17 0.37 -3.59  0.00
H: 0.73 -0.27 -5.92  0.00
H: -0.38 -2.17 -7.01  0.00
H: -2.10 -3.51 -5.83  0.00
H: -3.41 -3.59 -3.22  0.00
H: -1.10 3.18 -2.21  0.00
H: -1.79 5.01 -3.73  0.00
H: -4.14 5.32 -4.36  0.00
H: -5.91 3.81 -3.51  0.00
H: -6.18 1.50 -1.76  0.00
C: 1.47 -1.32 3.86  0.08
As: 1.38 0.52 3.32  0.53
C: 1.44 1.58 4.92  0.07
C: 2.88 0.97 2.17  0.07
C: 4.09 0.62 2.99  0.03
C: 4.63 -0.66 2.89  0.03
C: 5.75 -1.00 3.64  0.00
C: 6.32 -0.07 4.49  0.04
C: 5.78 1.21 4.60  0.00
C: 4.67 1.55 3.85  0.03
H: 2.30 -1.45 4.56  0.02
H: 1.61 -1.93 2.98  0.00
H: 0.53 -1.58 4.35  0.00
H: 2.25 1.23 5.56  0.01
H: 0.48 1.47 5.44  0.00
H: 1.58 2.62 4.65  0.00
H: 2.77 2.02 1.92  0.00
H: 2.78 0.36 1.28  0.00
H: 4.19 -1.38 2.20  0.00
H: 6.18 -1.99 3.55  0.00
H: 7.19 -0.34 5.07  0.00
H: 6.25 1.93 5.25  0.00
H: 4.26 2.56 3.91  0.00
Br: 5.92 -4.29 -0.13  0.00
C: 4.29 -3.35 -0.17  0.00
C: 3.19 -3.87 0.49  0.00
C: 2.00 -3.16 0.48  0.00
C: 1.92 -1.94 -0.18  0.00
C: 3.03 -1.44 -0.86  0.00
C: 4.22 -2.14 -0.86  0.00
C: 0.68 -1.14 -0.12  0.00
O: 0.62 -0.01 -0.70  0.00
O: -0.35 -1.55 0.52  0.01
H: 3.26 -4.82 1.00  0.00
H: 1.13 -3.56 0.98  0.00
H: 2.96 -0.50 -1.39  0.00
H: 5.09 -1.76 -1.38  0.00
F: -2.04 0.80 1.86  0.01
Sb: -2.02 2.79 1.95  0.01
F: -0.28 2.86 2.67  0.03
F: -0.99 2.32 0.34  0.00
F: -2.05 4.55 1.41  0.00
F: -3.76 2.58 1.27  0.00
F: -2.65 2.69 3.70  0.00